Here is a structure of composition C21H30N5O2SV in a non-equilibrium geometry from the Open Molecules 2025 dataset. Energies are from the ωB97M-V functional and the def2-TZVPD basis.

XYZ file:
```
60
Properties=species:S:1:pos:R:3:forces:R:3
V -0.2175 0.1917 -0.1264 -0.005 0.131 -1.313
C 1.0805 -4.7205 1.3772 -0.128 0.210 -0.081
O 0.5318 -3.3946 0.9668 0.112 -0.159 0.043
C 1.2987 -2.4098 0.6901 -0.131 0.264 -0.087
O 0.6800 -1.3196 0.3223 0.200 -0.196 0.051
N 2.6110 -2.4389 0.7656 -0.007 -0.171 0.037
N 3.3842 -1.3035 0.4619 -0.035 -0.051 0.008
H 0.1963 -5.3254 1.5399 0.045 -0.032 0.008
H 1.6396 -4.5907 2.3015 0.025 -0.053 0.000
H 1.6735 -5.1105 0.5528 0.029 -0.052 0.036
H 3.0653 -3.3095 1.0324 0.001 0.043 -0.013
H 3.9652 -1.5266 -0.3444 -0.001 0.015 0.032
H 4.0065 -1.1319 1.2501 -0.001 -0.012 -0.042
C -1.2965 -0.5070 2.4163 0.045 0.030 0.069
N -0.3335 0.5279 1.9257 -0.025 0.050 0.100
C 0.9803 0.3722 2.6221 -0.030 0.022 -0.048
C -0.8849 1.8901 2.2653 -0.031 -0.039 0.073
C -1.8402 2.2843 1.1790 0.023 0.026 -0.083
N -1.1015 2.1622 -0.1159 -0.002 -0.022 -0.057
C -0.0497 3.2367 -0.1840 -0.068 -0.075 0.026
C -2.0737 2.4422 -1.2213 0.047 -0.009 0.058
H -1.3079 -0.4682 3.5082 -0.029 -0.029 -0.013
H -0.9888 -1.5012 2.0992 -0.038 0.011 0.025
H -2.2995 -0.2781 2.0612 -0.003 -0.001 0.021
H 0.8825 0.7833 3.6286 0.048 -0.015 -0.007
H 1.7543 0.9249 2.0862 0.008 -0.016 0.043
H 1.2391 -0.6788 2.6947 0.042 0.012 0.009
H -0.0509 2.5849 2.3450 -0.034 -0.001 0.000
H -1.3585 1.8365 3.2476 -0.025 0.018 -0.035
H -2.1949 3.3106 1.3018 0.006 -0.021 0.042
H -2.7222 1.6418 1.1337 0.017 -0.010 0.031
H -0.4959 4.1827 0.1272 0.028 0.022 -0.021
H 0.2993 3.3185 -1.2091 0.011 0.044 0.015
H 0.7949 3.0133 0.4662 0.005 0.020 -0.018
H -2.4559 3.4567 -1.0921 -0.022 -0.016 -0.036
H -2.9020 1.7378 -1.1757 -0.013 0.032 -0.019
H -1.5635 2.3856 -2.1802 -0.031 0.011 -0.014
S -1.9519 -0.7148 -3.8609 -0.076 -0.047 -0.321
C -3.1348 -1.3449 -2.7514 -0.255 -0.120 -0.393
C -4.3386 -1.9635 -3.0786 0.247 0.124 -0.052
C -5.1240 -2.4042 -2.0271 -0.145 -0.066 -0.202
C -4.7180 -2.2418 -0.7073 0.273 0.126 0.365
C -3.5132 -1.6240 -0.3868 -0.246 -0.135 0.083
C -2.7234 -1.1667 -1.4317 0.385 0.215 0.184
N -1.4791 -0.5029 -1.3616 -0.025 -0.016 0.447
C -0.9710 -0.2317 -2.6164 0.198 0.112 0.399
C 0.3277 0.4410 -2.7033 -0.269 -0.119 0.118
C 0.9508 0.8011 -3.8889 0.132 0.031 -0.131
C 2.2042 1.4105 -3.8489 -0.117 -0.051 -0.055
C 2.8577 1.6623 -2.6374 0.092 0.047 0.033
C 2.2653 1.3223 -1.4332 -0.085 -0.034 -0.139
C 0.9996 0.7434 -1.4879 -0.112 -0.027 0.860
H -4.6517 -2.1003 -4.1055 0.016 0.010 -0.018
H -6.0679 -2.8897 -2.2366 -0.013 -0.004 -0.021
H -5.3557 -2.6096 0.0856 0.023 0.009 0.033
H -3.2080 -1.5307 0.6446 -0.024 -0.012 0.007
H 0.4781 0.6056 -4.8450 0.005 -0.003 -0.013
H 2.6871 1.6896 -4.7779 -0.012 -0.005 -0.010
H 3.8336 2.1325 -2.6413 0.005 -0.001 -0.017
H 2.7728 1.5160 -0.4964 -0.026 -0.017 0.005
```
Forces are in eV/Å.

Properties
- 2S+1 = 1
- E (eV) = -70288.9165
- lowest unoccupied orbital energy (spin up / spin down) (eV) = -15.150 / -15.392
- frontier orbital gap (spin up / spin down) (Ha) = 0.206 / 0.197
- molecular weight (g/mol) = 467.515
- charge = +4